(1)
Molecular formula: C40H57As2IN3O12SnTe
Method: DFT, ωB97M-V/def2-TZVPD

Geometry as XYZ:
```
117
Properties=species:S:1:pos:R:3
Sn -0.01406 1.60446 -0.27155
C 3.03120 0.26362 3.36190
C 2.31972 1.20749 2.41863
O 1.88085 0.75516 1.36955
C 2.19318 2.63365 2.77913
C 3.09098 3.17342 3.71546
C 3.03223 4.48622 4.12079
C 2.01527 5.29708 3.60354
C 1.10903 4.80043 2.70262
C 1.16873 3.46153 2.24081
O 0.25772 3.07260 1.40162
H 2.84449 -0.75933 3.03722
H 2.68643 0.40825 4.38627
H 4.10598 0.45743 3.34954
H 3.86280 2.53426 4.12480
H 3.74964 4.87819 4.82855
H 1.93808 6.33066 3.91952
H 0.31790 5.42005 2.30067
C -2.24083 2.15298 3.16307
Te -2.50709 3.21634 1.34129
C -4.61558 2.83592 1.35449
H -2.56837 2.75718 4.00410
H -1.18447 1.92152 3.25689
H -2.81555 1.23171 3.11005
H -4.81679 1.77468 1.24493
H -5.07379 3.37262 0.52781
H -5.03603 3.19715 2.29005
C -3.44463 -0.44360 -2.45600
C -2.76998 0.72536 -1.73093
C -3.36168 2.04757 -2.20194
C -1.26991 0.67538 -1.94159
H -4.52025 -0.46062 -2.25465
H -3.01592 -1.39590 -2.14110
H -3.30800 -0.35473 -3.53607
H -2.97792 0.60149 -0.65997
H -3.24747 2.14151 -3.28533
H -2.85128 2.89653 -1.75138
H -4.42778 2.10995 -1.96997
H -0.91637 1.19291 -2.83434
H -0.88422 -0.33882 -1.88202
I -2.78959 9.02744 -4.73904
C -1.73833 7.50685 -3.76666
C -0.40875 7.28516 -4.08994
C 0.28299 6.27766 -3.43676
C -0.34898 5.48751 -2.48537
C -1.68084 5.72551 -2.17438
C -2.38131 6.73984 -2.80762
C 0.43524 4.39611 -1.79695
O 1.66216 4.41379 -1.86012
O -0.29065 3.54281 -1.17675
H 0.08189 7.89263 -4.83754
H 1.32510 6.09017 -3.65381
H -2.16077 5.11853 -1.42036
H -3.41580 6.92857 -2.55778
C 4.24888 2.90058 -0.63776
N 4.21069 1.51709 -1.07801
C 5.35803 1.11158 -1.86707
C 2.98395 0.92288 -1.29619
N 1.89034 1.62843 -1.36339
N 2.99184 -0.41908 -1.43337
C 1.81968 -1.09349 -1.95987
C 3.84713 -1.25723 -0.60721
H 5.21797 3.08680 -0.17120
H 3.47016 3.08031 0.10012
H 4.11607 3.60548 -1.46542
H 6.24663 1.01710 -1.23838
H 5.56460 1.85493 -2.64550
H 5.16536 0.15549 -2.34437
H 2.06759 2.62680 -1.50380
H 1.35568 -0.47765 -2.72519
H 1.09022 -1.32404 -1.18095
H 2.12936 -2.04196 -2.39850
H 4.57078 -0.64832 -0.07441
H 4.37215 -1.98934 -1.22588
H 3.23454 -1.79751 0.11659
C 3.71019 -4.47264 2.16263
O 2.67694 -4.43136 1.19684
C 1.75458 -3.42631 1.39195
O 1.92492 -2.61424 2.29395
C 0.71748 -3.44178 0.40812
C 0.55398 -4.54572 -0.47180
As -0.28322 -6.06950 0.37017
C 0.29079 -6.03177 2.24171
C -1.97829 -5.02723 0.70883
C -2.15899 -3.70312 0.67765
As -0.79808 -2.23294 0.48269
C -0.84043 -1.77286 2.40358
C -3.56636 -3.23039 0.75988
O -4.55061 -3.92609 0.66263
O -3.64157 -1.89618 0.92183
C -4.96770 -1.37617 0.97323
C -3.06365 -6.02121 0.98787
O -3.29390 -6.40496 2.10630
O -3.64621 -6.62901 -0.06332
C -3.44593 -6.07780 -1.36705
C -0.00648 -4.30095 -1.78108
O -0.45005 -3.24058 -2.19190
O -0.04280 -5.34686 -2.68037
C 0.92617 -6.38338 -2.62264
H 4.38198 -5.26703 1.84201
H 3.31481 -4.69492 3.15594
H 4.24578 -3.52370 2.21592
H 1.23963 -6.55708 2.33937
H -0.48422 -6.56350 2.79443
H 0.37685 -5.02022 2.63089
H -0.58218 -2.61745 3.03725
H -1.85058 -1.42944 2.62248
H -0.13136 -0.96765 2.57853
H -4.86239 -0.33469 1.26157
H -5.56849 -1.91929 1.70093
H -5.43895 -1.45131 -0.00649
H -4.08930 -6.65558 -2.02632
H -2.40815 -6.18471 -1.68928
H -3.74003 -5.03018 -1.39383
H 1.24152 -6.57697 -3.64918
H 0.48961 -7.29204 -2.20073
H 1.78437 -6.08492 -2.01885
```

As for the electronic energy: -214347.52779 eV. The total charge is -1. The HOMO energy (spin up / spin down) is -4.21 / -4.07 eV. Its molar mass is 1294.964 u. Its largest force on an atom is 0.56 eV Å⁻¹.

Atom charges from the Mulliken analysis, given in e for atoms 1 to 8: atom 1 (Sn): 1.00, atom 2 (C): -1.52, atom 3 (C): 0.45, atom 4 (O): 1.01, atom 5 (C): 0.41, atom 6 (C): -0.90, atom 7 (C): -0.89, atom 8 (C): -0.58



(2)
Molecular formula: C40H57KN12O2S3
Method: DFT, ωB97M-V/def2-TZVPD

Geometry as XYZ:
```
115
Properties=species:S:1:pos:R:3
K -0.12995 -0.15229 -0.30196
C 2.01744 3.43810 3.23005
C 1.29502 2.70653 2.12313
N 0.17827 2.10028 2.27129
N -0.46077 2.16436 3.45044
C -1.58643 1.45389 3.72727
N -2.20894 1.77649 4.89121
S -2.19506 0.28435 2.74420
C 1.94475 2.65758 0.80949
C 2.61155 3.78363 0.31955
C 3.28430 3.68593 -0.88406
C 3.28645 2.47006 -1.54717
C 2.57423 1.41310 -0.99591
N 1.91864 1.50079 0.14807
H 1.99436 2.84509 4.14577
H 1.57375 4.41272 3.43707
H 3.05623 3.57974 2.95284
H -0.10153 2.78157 4.17833
H -1.81846 2.40063 5.57710
H -2.98510 1.19658 5.15422
H 2.59993 4.71371 0.86705
H 3.81838 4.53851 -1.27872
H 3.82010 2.34555 -2.47424
H 2.57110 0.44423 -1.47464
C -2.74977 -1.77673 -0.03813
N -2.72202 -2.87758 -0.96503
C -3.62228 -3.94978 -0.59429
C -1.57571 -3.10710 -1.67210
N -0.49550 -2.46047 -1.38026
C 0.49201 -2.23622 -2.32125
C 0.12887 -1.97903 -3.63517
C 1.07060 -1.78664 -4.64131
C 2.40354 -1.85264 -4.34883
C 2.83154 -2.02140 -3.01663
C 4.21405 -2.04375 -2.72671
C 4.65338 -2.16330 -1.43929
C 3.72849 -2.23799 -0.40008
C 2.36145 -2.23209 -0.63375
N 1.53540 -2.12535 0.46537
C 1.68243 -2.82041 1.52982
N 2.18507 -4.09946 1.60180
C 3.01502 -4.51250 2.70955
C 2.34055 -4.89841 0.41364
N 1.28295 -2.32074 2.76842
C 0.11370 -2.95269 3.34821
C 1.21925 -0.88057 2.85818
C 1.87433 -2.17487 -1.97050
N -1.70313 -4.10279 -2.63344
C -2.76989 -4.01113 -3.60632
C -0.55475 -4.84573 -3.08604
H -3.78036 -1.47480 0.14404
H -2.22666 -0.92227 -0.45919
H -2.28355 -2.03997 0.91597
H -4.59683 -3.52061 -0.35772
H -3.25812 -4.47984 0.29509
H -3.74536 -4.66360 -1.40154
H -0.92326 -1.91924 -3.87215
H 0.73650 -1.61036 -5.65462
H 3.15008 -1.74181 -5.12375
H 4.91536 -1.94670 -3.54507
H 5.71045 -2.19551 -1.21212
H 4.06977 -2.26023 0.62740
H 2.92342 -3.79894 3.52404
H 4.06526 -4.56390 2.39345
H 2.71817 -5.50387 3.06090
H 1.58953 -4.60315 -0.31536
H 2.18825 -5.94761 0.67875
H 3.33403 -4.78942 -0.03905
H 0.18103 -4.03145 3.23581
H -0.80563 -2.59537 2.86347
H 0.06213 -2.70325 4.40828
H 2.12597 -0.44892 2.44361
H 1.13695 -0.61610 3.91281
H 0.36319 -0.47190 2.31440
H -3.49916 -3.26760 -3.29390
H -3.26331 -4.97925 -3.72914
H -2.36752 -3.71445 -4.58185
H 0.19974 -4.86613 -2.30256
H -0.10267 -4.42172 -3.99064
H -0.87170 -5.86987 -3.30051
O 0.87987 5.85733 -7.68988
C -0.02631 4.84204 -7.61725
O -0.83444 4.71677 -8.50623
C 0.04264 3.96991 -6.44195
C -0.67869 2.76634 -6.47448
C -0.71657 1.93155 -5.39061
C -0.04783 2.26521 -4.19841
S -0.20655 1.31669 -2.79146
C 0.72304 3.44142 -4.18754
C 0.76516 4.27119 -5.27859
H 1.50447 5.81126 -6.95652
H -1.20563 2.52424 -7.38629
H -1.27626 1.00858 -5.42773
H 1.27692 3.68455 -3.28982
H 1.35019 5.18208 -5.19758
C -1.28163 5.29747 1.54740
C -2.66512 4.89601 1.04097
N -2.74224 3.48700 0.72131
C -3.28628 2.92170 -0.38484
S -4.02086 1.44206 -0.23499
N -3.30802 3.55721 -1.57393
C -2.25763 4.38557 -2.14151
C -2.84610 5.50491 -2.99364
H -1.26953 6.36768 1.74472
H -0.52102 5.05726 0.80865
H -1.04637 4.76314 2.46560
H -2.92458 5.48122 0.15908
H -3.40097 5.12398 1.82323
H -2.82202 2.87269 1.52166
H -3.77511 3.00108 -2.28056
H -1.62226 3.75637 -2.77235
H -1.63369 4.79201 -1.34674
H -3.33379 5.09958 -3.87918
H -2.04509 6.16712 -3.31475
H -3.57719 6.07790 -2.42513
```

As for the electronic energy: -113213.70913 eV. The total charge is 0. The HOMO energy is -6.19 eV. The calculation puts the energy above the lowest of the compared OMol25 structures with the same formula, charge and spin at 23.9 kJ/mol. Its molar mass is 873.277 u. Its largest force on an atom is 1.54 eV Å⁻¹.

Atom charges from the Mulliken analysis, given in e for atoms 1 to 8: atom 1 (K): 1.53, atom 2 (C): -2.34, atom 3 (C): 0.58, atom 4 (N): 0.68, atom 5 (N): -0.19, atom 6 (C): 0.29, atom 7 (N): -0.48, atom 8 (S): -0.38



(3)
Molecular formula: C40H57N6O4SiZr
Method: DFT, ωB97M-V/def2-TZVPD

Geometry as XYZ:
```
109
Properties=species:S:1:pos:R:3
Zr 0.39343 0.18916 0.15173
C -1.48774 2.29574 3.20451
C -0.52819 1.47216 4.06913
C 0.33604 0.41974 3.34044
N -0.30647 -0.21396 2.18976
C -1.39908 -0.97372 2.40100
C -1.79761 -1.38178 3.67331
C -2.92843 -2.06190 4.12742
C -4.05002 -2.45958 3.44015
C -4.24476 -2.33048 2.06892
C -3.36527 -1.91642 1.09508
C -2.02669 -1.46049 1.16796
N -1.25195 -1.36104 0.09210
C -1.58433 -2.12689 -1.10637
C -1.97869 -1.27401 -2.30599
C -0.85547 -0.30458 -2.65870
N -0.70855 0.73681 -1.65409
C -1.25237 1.94014 -1.81428
C -2.12681 2.23804 -2.87469
C -2.64589 3.43821 -3.32049
C -2.44311 4.72340 -2.84129
C -1.71938 5.05871 -1.71634
C -1.08117 4.24882 -0.78434
C -0.89609 2.86558 -0.72819
N -0.29029 2.24930 0.29961
C 0.21823 3.04518 1.42156
C -0.84092 3.45031 2.44417
H -2.01290 1.64334 2.50285
H -2.25408 2.71223 3.86011
H 0.15104 2.14179 4.60563
H -1.11992 0.96813 4.83373
H 1.25523 0.86661 2.97313
H 0.66115 -0.33064 4.06948
H -1.10134 -1.12591 4.45942
H -2.93385 -2.25880 5.19364
H -4.85466 -2.89816 4.01565
H -5.22157 -2.62692 1.70279
H -3.76901 -1.93601 0.09155
H -0.68332 -2.68758 -1.38482
H -2.34750 -2.87527 -0.89669
H -2.17794 -1.93425 -3.15255
H -2.89162 -0.71011 -2.09296
H 0.08796 -0.86454 -2.69996
H -0.98388 0.11688 -3.65527
H -2.43871 1.38243 -3.45732
H -3.29005 3.35748 -4.18917
H -2.90608 5.53430 -3.38819
H -1.66916 6.11954 -1.49673
H -0.65819 4.79715 0.04498
H 1.00369 2.46262 1.90974
H 0.73011 3.93668 1.05735
H -0.36918 4.13135 3.15908
H -1.62229 4.01855 1.93364
N 2.26522 -7.25364 -0.91155
C 2.11661 -6.13627 -0.69497
C 1.92159 -4.73189 -0.42420
C 1.41975 -4.31309 0.80640
C 1.21684 -2.96198 1.00120
N 1.51245 -2.04318 0.07509
C 2.03504 -2.45090 -1.08205
C 2.23156 -3.78291 -1.38597
H 1.18067 -5.02844 1.58018
H 0.79487 -2.59378 1.92771
H 2.29825 -1.66775 -1.77888
H 2.63427 -4.07980 -2.34430
C 3.88562 1.57205 3.58402
C 4.16017 0.43910 2.60454
C 3.83589 -0.92218 3.20009
C 5.62918 0.48884 2.19105
O 3.27567 0.62975 1.47144
Si 3.62500 0.63867 -0.15253
O 2.13163 0.61620 -0.77509
O 4.48971 -0.71132 -0.47838
C 5.46619 -0.99157 -1.51163
C 6.75651 -0.22679 -1.24343
C 5.73036 -2.48739 -1.42880
C 4.89633 -0.61851 -2.87573
O 4.51465 1.90878 -0.62612
C 4.21835 3.26265 -1.01445
C 5.48554 4.05971 -0.75861
C 3.06073 3.80417 -0.18639
C 3.85755 3.26393 -2.49319
H 4.54018 1.47892 4.45131
H 2.85511 1.56397 3.94021
H 4.08031 2.53422 3.10642
H 4.44398 -1.10510 4.08703
H 4.04709 -1.70140 2.46452
H 2.78287 -0.98122 3.48073
H 6.25688 0.45069 3.08159
H 5.85082 1.41219 1.65193
H 5.87986 -0.35599 1.55313
H 7.17334 -0.51177 -0.27734
H 6.58094 0.84740 -1.24689
H 7.48916 -0.46820 -2.01520
H 6.08181 -2.75138 -0.43028
H 6.49055 -2.77947 -2.15439
H 4.82131 -3.05312 -1.63412
H 4.67806 0.44960 -2.92565
H 3.97709 -1.17344 -3.07474
H 5.61521 -0.86017 -3.65908
H 5.74220 4.03164 0.30189
H 5.35003 5.09941 -1.05887
H 6.31662 3.63812 -1.32561
H 3.28420 3.71280 0.87913
H 2.15538 3.23785 -0.41156
H 2.88603 4.85543 -0.42053
H 4.68778 2.87783 -3.08710
H 3.64168 4.27999 -2.82802
H 2.97734 2.64140 -2.66899
```

As for the electronic energy: -68698.05163 eV. The total charge is +1. The HOMO energy is -9.99 eV. The calculation puts the energy above the lowest of the compared OMol25 structures with the same formula, charge and spin at 0.0 kJ/mol. Its molar mass is 805.244 u. Its largest force on an atom is 0.43 eV Å⁻¹.

Atom charges from the Mulliken analysis, given in e for atoms 1 to 8: atom 1 (Zr): -1.31, atom 2 (C): -0.82, atom 3 (C): -0.74, atom 4 (C): -0.79, atom 5 (N): 2.07, atom 6 (C): 0.39, atom 7 (C): -0.63, atom 8 (C): -0.74



(4)
Molecular formula: C40H58BN2O2
Method: DFT, ωB97M-V/def2-TZVPD

Geometry as XYZ:
```
103
Properties=species:S:1:pos:R:3
C 4.79019 -0.53571 8.28364
O 4.15860 -1.68783 7.67079
C 4.39230 -1.93506 6.34956
C 3.68036 -3.03461 5.78581
C 3.72102 -3.24868 4.42529
C 4.42375 -2.35778 3.56968
C 4.35378 -2.56139 2.14617
O 5.18210 -1.91584 1.37541
C 5.69634 -2.48816 0.16660
C 5.25723 -1.36768 4.16560
C 5.22887 -1.14149 5.52497
H 4.42086 -0.55231 9.30550
H 5.88266 -0.64034 8.28062
H 4.48923 0.39861 7.79135
H 3.09647 -3.66365 6.45814
H 3.21518 -4.10661 3.97768
H 3.80878 -3.42381 1.71528
H 6.43534 -1.76861 -0.19203
H 6.16957 -3.45862 0.37354
H 4.87835 -2.61570 -0.55868
H 5.93554 -0.79093 3.53615
H 5.82934 -0.33665 5.96711
C -4.56393 0.56859 -0.13064
C -5.25078 0.87103 -1.44578
C -6.64557 0.23980 -1.29758
C -5.48861 2.36940 -1.61745
C -4.47729 0.29883 -2.68881
C -5.32185 -0.21265 -3.67533
C -4.84612 -0.95928 -4.74826
C -3.48345 -0.99680 -4.95847
C -2.60949 -0.20360 -4.18533
C -1.25819 0.04366 -4.92134
C -0.33646 1.01998 -4.22692
C -1.53171 0.63381 -6.31423
C -0.55693 -1.30484 -5.10978
C -3.04628 0.26598 -2.92411
N -2.10288 0.75401 -1.92216
C -1.09240 0.11897 -1.22892
B -0.31544 -1.25019 -1.28933
H 0.73884 -1.57790 -0.48614
N -0.63593 1.00702 -0.29172
C 0.46059 0.77658 0.62069
C 1.66418 1.53419 0.48136
C 1.93660 2.71285 -0.51088
C 3.44086 2.92811 -0.71610
C 1.38677 4.00880 0.08020
C 1.40043 2.45387 -1.90794
C 2.73166 1.21570 1.32028
C 2.72040 0.08364 2.11904
C 1.57588 -0.67904 2.20022
C 0.38193 -0.25137 1.59299
C -0.85607 -1.01487 2.15252
C -0.73015 -2.50575 1.82643
C -2.19263 -0.51824 1.65229
C -0.88185 -0.85747 3.68048
C -1.36361 2.18967 -0.39466
C -2.15180 2.08869 -1.47583
H -3.64213 1.13407 -0.02311
H -5.20434 0.87579 0.70999
H -4.35045 -0.50161 -0.03289
H -7.34932 0.57371 -2.06803
H -6.59997 -0.85545 -1.30929
H -7.08931 0.53497 -0.33576
H -6.00008 2.56363 -2.57094
H -6.11614 2.74860 -0.79633
H -4.55366 2.93191 -1.61376
H -6.39913 -0.08999 -3.61033
H -5.53913 -1.48362 -5.41659
H -3.09336 -1.56548 -5.80615
H 0.60476 1.10525 -4.79245
H -0.07521 0.65627 -3.23606
H -0.78382 2.01893 -4.14629
H -2.14007 -0.02958 -6.93760
H -2.04769 1.59763 -6.22291
H -0.58037 0.80852 -6.83515
H -1.10442 -1.93469 -5.82141
H 0.45654 -1.15224 -5.50735
H -0.47603 -1.84643 -4.16263
H -1.22182 -2.06370 -1.13570
H 0.14039 -1.39435 -2.41385
H 3.94260 2.00365 -1.02465
H 3.61073 3.66834 -1.50894
H 3.93738 3.32165 0.17626
H 0.29759 3.98613 0.15027
H 1.79140 4.15404 1.09198
H 1.67745 4.86516 -0.54633
H 0.31613 2.53625 -1.94606
H 1.77602 3.22000 -2.60398
H 1.70941 1.46844 -2.27694
H 3.63219 1.81551 1.33228
H 3.61534 -0.18675 2.68266
H 1.57433 -1.59414 2.80044
H 0.18007 -2.94134 2.25259
H -1.59435 -3.05198 2.23637
H -0.70577 -2.66684 0.74714
H -2.36920 0.52935 1.92188
H -2.26378 -0.65277 0.57392
H -2.99884 -1.12358 2.09452
H -0.94643 0.20584 3.94105
H -1.76487 -1.36683 4.09043
H 0.00596 -1.28048 4.15973
H -1.26281 2.98988 0.31539
H -2.74037 2.85002 -1.95238
```

As for the electronic energy: -50163.10407 eV. The total charge is +1. The HOMO energy is -10.28 eV. The calculation puts the energy above the lowest of the compared OMol25 structures with the same formula, charge and spin at 0.4 kJ/mol. Its molar mass is 609.728 u. Its largest force on an atom is 2.53 eV Å⁻¹.

Atom charges from the Mulliken analysis, given in e for atoms 1 to 8: atom 1 (C): -0.82, atom 2 (O): -0.39, atom 3 (C): 0.89, atom 4 (C): -0.77, atom 5 (C): -0.50, atom 6 (C): 0.99, atom 7 (C): -0.63, atom 8 (O): -0.19



Question: The lowest molar mass belongs to which entry?
Answer: C40H58BN2O2